Entry 1:
{
  "formula": "H5N2OP",
  "method": "ωB97M-V with the def2-TZVPD basis set",
  "e_above_lowest_kj_mol": 424.57,
  "homo_lumo_gap_ev": 9.57,
  "total_energy_ev": -14394.7880,
  "symbols": ["N", "N", "O", "P", "H", "H", "H", "H", "H"],
  "positions_angstrom": [[0.882960, 1.528936, 0.844186], [-0.150717, -1.416068, -1.196622], [0.669225, 0.428601, 0.040154], [-0.820594, -0.063257, -0.474294], [0.388485, 1.205941, 1.728058], [0.253447, 2.298963, 0.522808], [-0.500316, -1.910539, -1.984534], [0.646745, -1.667653, -0.759261], [-1.369236, -0.404923, 1.279506]],
  "forces_ev_per_a": [[-2.08, 0.65, 2.17], [-3.04, 1.83, -0.16], [0.68, -0.99, -1.80], [-0.85, -0.18, 1.96], [0.89, 0.84, -0.63], [0.61, -0.56, 0.01], [-0.18, -0.14, -0.22], [3.14, -1.65, 1.20], [0.84, 0.19, -2.51]],
  "lowdin_charge": [-0.048, -0.200, -0.598, 0.728, 0.066, 0.073, 0.034, -0.018, -0.038]
}

Entry 2:
{
  "formula": "C29H44Cl32N2O2",
  "method": "ωB97M-V with the def2-TZVPD basis set",
  "e_above_lowest_kj_mol": 0.00,
  "smiles": "CCCCC[C@@]1(/C(Cl)=C(/C)Cl)NC(=O)[C@@H](CCCN)[C@@H]1CCCOC.ClC(Cl)Cl.ClC(Cl)Cl.ClC(Cl)Cl.ClC(Cl)Cl.ClC(Cl)Cl.ClC(Cl)Cl.ClC(Cl)Cl.ClC(Cl)Cl.ClC(Cl)Cl.ClC(Cl)Cl",
  "homo_lumo_gap_ev": 9.17,
  "total_energy_ev": -438578.5214,
  "symbols": ["C", "C", "C", "C", "C", "C", "C", "Cl", "C", "C", "Cl", "N", "C", "O", "C", "C", "C", "C", "N", "C", "C", "C", "C", "O", "C", "H", "H", "H", "H", "H", "H", "H", "H", "H", "H", "H", "H", "H", "H", "H", "H", "H", "H", "H", "H", "H", "H", "H", "H", "H", "H", "H", "H", "H", "H", "H", "H", "H", "H", "Cl", "C", "Cl", "Cl", "H", "Cl", "C", "Cl", "Cl", "H", "Cl", "C", "Cl", "Cl", "H", "Cl", "C", "Cl", "Cl", "H", "Cl", "C", "Cl", "Cl", "H", "Cl", "C", "Cl", "Cl", "H", "Cl", "C", "Cl", "Cl", "H", "Cl", "C", "Cl", "Cl", "H", "Cl", "C", "Cl", "Cl", "H", "Cl", "C", "Cl", "Cl", "H"],
  "positions_angstrom": [[-3.796537, -1.085950, 3.347696], [-2.336492, -1.488566, 3.528851], [-1.388632, -0.743832, 2.564401], [-0.209602, -0.136898, 3.317222], [0.859589, 0.558398, 2.456783], [0.449644, 1.320182, 1.162993], [-0.634385, 2.396796, 1.283822], [-1.500267, 2.634818, 2.793085], [-0.970867, 3.295233, 0.322497], [-1.986567, 4.390078, 0.470106], [-0.240012, 3.274323, -1.249792], [1.674419, 2.071023, 0.796879], [2.523520, 1.295362, 0.059717], [3.743769, 1.384078, 0.035100], [1.625890, 0.382064, -0.761747], [2.402326, -0.793595, -1.396878], [2.020960, -2.229250, -1.001675], [2.083952, -3.205794, -2.176396], [1.447081, -2.727423, -3.412991], [0.322044, 0.213199, 0.017454], [-0.988847, 0.149829, -0.761343], [-1.336224, -1.204597, -1.389880], [-2.095339, -2.169378, -0.458586], [-1.271721, -3.143767, 0.137536], [-1.241985, -4.393643, -0.519599], [-4.411429, -1.768416, 3.931306], [-3.992840, -0.086616, 3.726297], [-4.093396, -1.191244, 2.306082], [-2.048163, -1.232827, 4.551353], [-2.213811, -2.565423, 3.443146], [-1.954351, -0.008062, 2.002919], [-0.975444, -1.515490, 1.916928], [0.276599, -0.969278, 3.830516], [-0.569025, 0.501608, 4.109362], [1.610516, -0.184677, 2.197527], [1.380810, 1.278161, 3.092316], [-2.986598, 3.997440, 0.300693], [-1.901673, 4.890983, 1.425854], [-1.800871, 5.137659, -0.294655], [2.064215, 2.666532, 1.512989], [1.389340, 1.035298, -1.606204], [3.450113, -0.663483, -1.131300], [2.378484, -0.672821, -2.475460], [1.062404, -2.329775, -0.497757], [2.766661, -2.577702, -0.288455], [3.136007, -3.403606, -2.381645], [1.632845, -4.162507, -1.913364], [0.964894, -1.847456, -3.286883], [0.744393, -3.373058, -3.740470], [0.355816, -0.696427, 0.610740], [-1.792056, 0.378634, -0.060200], [-1.057801, 0.906178, -1.535617], [-0.489235, -1.714352, -1.839584], [-2.022710, -0.994697, -2.212078], [-2.922280, -2.615225, -1.015595], [-2.553873, -1.572393, 0.328521], [-0.280040, -4.564097, -1.003772], [-2.043894, -4.510278, -1.246468], [-1.365180, -5.174815, 0.230546], [-3.105383, -3.552518, -3.717923], [-2.527841, -4.340865, -5.187185], [-2.728532, -3.281901, -6.579098], [-0.833184, -4.805447, -5.023514], [-3.113186, -5.237237, -5.340346], [-6.750051, -2.927605, 2.726999], [-8.028402, -1.800145, 3.175896], [-8.586522, -2.104970, 4.822087], [-7.481560, -0.131553, 3.000760], [-8.862432, -1.952591, 2.504673], [0.981725, 6.370723, 0.899393], [0.544301, 7.099530, -0.644446], [-1.092871, 7.768168, -0.587363], [1.708536, 8.340205, -1.102205], [0.564889, 6.321739, -1.397276], [4.821409, -4.709702, 0.052457], [5.637016, -5.336707, -1.382920], [4.863821, -6.823488, -1.937405], [5.675255, -4.132188, -2.665625], [6.657817, -5.569593, -1.110618], [0.854489, -1.591655, -6.313549], [0.304819, -0.983456, -7.874750], [-1.379195, -0.449754, -7.801510], [1.346852, 0.323729, -8.439316], [0.365738, -1.792596, -8.589774], [-1.670785, 1.105344, 7.946570], [-0.228494, 2.047591, 7.566032], [1.233457, 1.122458, 7.912885], [-0.254266, 2.565559, 5.880225], [-0.226095, 2.929119, 8.192363], [4.057617, 4.846340, 1.073276], [4.484684, 4.142848, -0.487637], [3.183136, 4.426172, -1.649042], [6.010522, 4.798119, -1.086408], [4.593214, 3.073607, -0.354628], [-4.858221, -4.780855, 0.370716], [-6.100045, -5.761369, -0.408433], [-7.596279, -4.847365, -0.599501], [-5.531934, -6.363728, -1.966572], [-6.304102, -6.612335, 0.226898], [0.754459, 12.124115, 3.548030], [1.581696, 11.451851, 2.139993], [0.620091, 10.184303, 1.383917], [1.967848, 12.722319, 0.977121], [2.511061, 11.013102, 2.476580], [7.646111, -2.337010, -0.501315], [8.390522, -1.036795, -1.432950], [9.075342, -1.659176, -2.936669], [7.220026, 0.240245, -1.754941], [9.195186, -0.618306, -0.844319]],
  "forces_ev_per_a": [[0.19, -0.77, 0.33], [0.02, 0.82, 0.19], [0.33, -0.95, 0.72], [0.02, -0.34, -0.32], [-0.79, 0.63, 0.80], [0.60, 0.26, 0.11], [-0.50, 0.60, -1.08], [0.27, -0.20, -0.19], [0.14, -0.66, 1.02], [0.37, 0.03, -0.45], [0.14, 0.07, 0.01], [0.27, -0.62, -0.03], [-0.22, 0.24, 0.30], [-0.66, -0.20, -0.15], [0.51, -0.09, -1.00], [-0.13, -0.23, 0.37], [0.12, -0.27, 0.02], [0.15, 0.13, -0.29], [-0.17, 0.09, -0.11], [-0.03, 0.15, 0.79], [0.02, -0.08, -0.02], [-0.61, 0.03, -0.03], [0.25, 0.59, -0.41], [-0.27, -0.06, 0.18], [0.14, -0.33, 0.27], [-0.22, 0.04, 0.00], [0.04, 0.24, -0.24], [-0.16, 0.20, -0.10], [0.02, -0.09, 0.12], [-0.03, -0.12, -0.15], [0.05, 0.13, -0.18], [-0.17, 0.23, -0.48], [0.13, -0.03, 0.07], [-0.11, 0.31, 0.08], [0.13, 0.07, -0.43], [0.02, 0.04, 0.14], [-0.18, -0.01, 0.23], [-0.18, -0.09, 0.24], [-0.07, 0.01, -0.06], [0.15, 0.08, -0.03], [-0.10, 0.18, -0.04], [0.11, 0.18, -0.03], [-0.10, -0.06, -0.12], [-0.16, 0.25, -0.06], [-0.06, -0.10, 0.23], [-0.01, -0.03, -0.10], [0.09, -0.08, 0.27], [0.09, 0.07, 0.07], [0.02, -0.05, 0.05], [0.10, -0.26, -0.31], [-0.11, 0.12, -0.01], [0.26, 0.11, -0.05], [0.12, -0.03, 0.04], [0.02, 0.06, -0.15], [0.04, -0.35, 0.04], [-0.02, -0.12, 0.22], [0.05, 0.12, -0.17], [-0.04, 0.12, -0.09], [0.00, -0.06, 0.08], [-0.04, -0.02, -0.03], [0.05, 0.15, -0.04], [-0.09, -0.11, 0.03], [-0.06, -0.21, -0.02], [0.00, -0.02, -0.01], [-0.13, -0.06, -0.06], [0.08, 0.02, 0.08], [-0.02, -0.01, -0.02], [-0.01, -0.01, -0.02], [-0.01, 0.00, -0.01], [-0.14, 0.02, 0.01], [0.11, 0.02, 0.00], [0.02, 0.07, -0.02], [0.06, -0.19, -0.22], [-0.01, -0.03, 0.01], [0.02, 0.01, 0.02], [-0.03, 0.03, -0.07], [0.01, 0.00, 0.01], [0.03, -0.10, -0.12], [0.01, -0.01, 0.01], [0.00, 0.01, -0.05], [0.02, 0.01, 0.11], [0.06, 0.10, -0.05], [-0.01, -0.01, -0.02], [-0.01, 0.00, -0.02], [0.00, 0.02, 0.01], [0.02, -0.09, -0.05], [-0.01, 0.02, 0.01], [0.01, 0.09, 0.09], [0.00, 0.01, 0.01], [0.16, -0.04, 0.11], [0.13, 0.15, -0.09], [-0.01, -0.05, -0.07], [-0.02, 0.04, 0.03], [-0.07, 0.04, 0.01], [0.06, 0.00, 0.01], [-0.01, 0.08, -0.04], [0.01, -0.02, 0.01], [0.01, -0.02, 0.01], [0.00, -0.01, 0.01], [0.02, -0.01, 0.00], [-0.08, 0.01, -0.02], [-0.07, 0.17, 0.21], [0.02, -0.01, 0.01], [0.01, 0.00, 0.01], [0.09, 0.05, 0.18], [-0.11, 0.02, -0.09], [0.02, 0.00, 0.01], [0.01, -0.01, 0.02], [0.02, 0.00, 0.01]],
  "lowdin_charge": [-0.132, -0.231, -0.226, -0.225, -0.119, -0.354, -0.530, 0.756, -0.694, -0.165, 0.772, 0.111, -0.432, 0.033, -0.157, -0.104, -0.175, -0.273, -0.013, -0.183, -0.154, -0.139, -0.231, -0.194, -0.100, 0.039, 0.072, 0.055, 0.100, 0.107, 0.077, 0.092, 0.121, 0.023, 0.129, 0.114, 0.091, 0.053, 0.009, 0.129, 0.130, 0.108, 0.107, 0.080, 0.082, 0.038, 0.093, 0.028, -0.036, 0.111, 0.103, 0.068, 0.089, 0.101, 0.073, 0.099, 0.069, 0.040, 0.086, 0.570, -1.514, 0.524, 0.564, 0.014, 0.521, -1.540, 0.526, 0.533, 0.010, 0.527, -1.544, 0.540, 0.519, -0.016, 0.536, -1.547, 0.529, 0.536, 0.009, 0.538, -1.550, 0.496, 0.526, 0.012, 0.525, -1.545, 0.526, 0.530, 0.010, 0.523, -1.529, 0.532, 0.532, -0.032, 0.535, -1.543, 0.524, 0.522, 0.014, 0.520, -1.549, 0.505, 0.523, 0.012, 0.507, -1.548, 0.521, 0.535, 0.010]
}

Entry 3:
{
  "formula": "C4H9NOS",
  "method": "ωB97M-V with the def2-TZVPD basis set",
  "total_charge": -2,
  "e_above_lowest_kj_mol": 32.99,
  "smiles": "[O-]CNCCC[S-]",
  "homo_lumo_gap_ev": 5.83,
  "total_energy_ev": -18664.4497,
  "symbols": ["O", "C", "N", "C", "C", "C", "S", "H", "H", "H", "H", "H", "H", "H", "H", "H"],
  "positions_angstrom": [[0.258350, -0.424688, 3.062670], [-0.553540, -1.132601, 2.292193], [-0.827367, -0.583755, 0.871763], [0.382049, -0.120824, 0.201437], [0.079438, 0.968193, -0.897587], [0.565130, 0.489577, -2.256184], [0.087117, 1.628768, -3.665268], [-0.210935, -2.188947, 2.163897], [-1.601476, -1.208852, 2.702988], [-1.521040, 0.149538, 0.901605], [0.906401, -0.986997, -0.219261], [1.049423, 0.317299, 0.954756], [0.605858, 1.901293, -0.659549], [-0.977493, 1.195081, -0.764588], [0.103452, -0.469320, -2.462815], [1.654633, 0.466236, -2.226059]],
  "forces_ev_per_a": [[0.08, 0.09, 0.08], [-0.38, 0.74, -0.09], [0.26, -1.08, 0.28], [-0.08, 1.00, 0.26], [0.80, -0.89, 1.16], [-1.12, 1.39, -0.71], [0.20, -0.22, 0.22], [-0.01, -0.08, -0.40], [-0.06, -0.13, -0.13], [0.19, 0.23, 0.33], [-0.04, 0.03, -0.19], [0.09, -0.10, 0.01], [-0.03, -0.10, 0.03], [-0.21, -0.02, -0.84], [0.32, -0.39, -0.01], [-0.01, -0.47, 0.01]],
  "lowdin_charge": [-0.370, -0.592, -0.096, -0.292, -0.310, -0.780, -0.093, 0.055, 0.053, 0.050, 0.091, 0.080, 0.080, 0.074, 0.023, 0.025]
}

Values for HOMO, eV, ordered as above
-8.7 -9.0 0.2